No. 1
# C15H55MnO15

C15H55MnO15 as an isolated structure (the ωB97M-V functional and the def2-TZVPD basis, OMol25).

Values from the calculation:
Spin multiplicity   7
Maximum force   3.16 eV/A
Lowest unoccupied orbital energy (alpha / beta)   -0.1881 / -0.4160 Ha
Frontier orbital gap (alpha / beta)   0.3309 / 0.1030 hartree
Net charge   +2

XYZ file:
```
86
C15H55MnO15 the ωB97M-V functional and the def2-TZVPD basis
Mn -0.003 -3.371 -0.966
C 0.114 0.684 -0.098
C -0.025 -0.776 -0.497
O -0.372 -1.171 -1.601
O 0.264 -1.666 0.342
H 1.141 0.940 0.162
H -0.549 0.894 0.741
H -0.189 1.364 -0.893
C 1.714 4.160 -1.467
O 3.069 4.094 -1.837
H 1.040 4.269 -2.316
H 1.421 3.248 -0.947
H 1.604 5.053 -0.852
H 3.298 4.860 -2.368
C 4.325 1.445 0.145
O 4.754 2.041 -1.067
H 4.143 2.228 0.881
H 3.470 0.780 0.026
H 5.073 0.764 0.553
H 4.111 2.714 -1.302
C 3.088 -0.721 -2.699
O 3.791 -1.728 -1.982
H 2.147 -1.124 -3.074
H 2.885 0.204 -2.159
H 3.630 -0.434 -3.600
H 4.712 -1.624 -2.233
C 1.907 3.072 2.687
O 1.957 2.621 4.075
H 1.992 2.219 2.014
H 0.910 3.466 2.492
H 2.636 3.844 2.439
H 1.628 3.365 4.585
C -3.067 -3.482 -1.587
O -2.088 -3.301 -0.539
H -3.444 -4.502 -1.501
H -3.887 -2.777 -1.452
H -2.619 -3.379 -2.576
H -2.505 -3.112 0.305
C -3.881 0.348 -0.232
O -4.031 0.908 1.116
H -4.565 0.812 -0.942
H -2.894 0.454 -0.681
H -4.097 -0.719 -0.189
H -4.942 0.736 1.368
C -1.590 -0.034 -4.624
O -2.361 -0.510 -3.454
H -0.593 -0.461 -4.513
H -2.026 -0.347 -5.572
H -1.531 1.054 -4.651
H -1.794 -0.763 -2.721
C -1.866 3.501 1.837
O -2.076 2.288 2.483
H -0.986 3.393 1.203
H -2.761 3.840 1.317
H -1.835 4.302 2.575
H -2.604 1.698 1.942
C 0.222 -4.427 2.166
O 0.156 -4.734 0.771
H -0.720 -4.022 2.536
H 0.435 -5.378 2.654
H 0.971 -3.650 2.316
H 0.396 -5.664 0.781
C 3.030 -4.609 -0.445
O 2.199 -3.550 -0.836
H 2.905 -4.785 0.623
H 2.901 -5.528 -1.018
H 4.062 -4.291 -0.598
H 2.766 -2.868 -1.204
C 0.286 -0.128 3.703
O 1.451 -0.085 4.428
H -0.562 0.147 4.330
H 0.312 0.625 2.915
H 0.086 -1.044 3.147
H 1.660 0.852 4.428
C -2.614 -2.123 2.692
O -3.070 -3.177 1.881
H -2.008 -2.460 3.533
H -2.055 -1.440 2.054
H -3.474 -1.578 3.080
H -3.804 -3.591 2.341
C -2.044 3.337 -2.459
O -1.419 4.323 -1.671
H -1.344 2.539 -2.705
H -2.839 2.868 -1.880
H -2.451 3.859 -3.325
H -1.075 4.922 -2.338
```

Löwdin population analysis, charges in e, atoms 1 to 8: 1.136 0.035 -0.691 -0.036 -0.085 0.061 0.063 0.077

No. 2
# C15H56N28O17

A 15-piece molecular cluster, C15H56N28O17 overall (the ωB97M-V functional and the def2-TZVPD basis, OMol25).

Values from the calculation:
Spin multiplicity   1
Maximum force   8.78 eV/A
Lowest unoccupied orbital energy   0.1324 Ha
Relative energy (zero: lowest compared OMol25 entry of this formula, charge and spin)   0.0 kJ/mol
Frontier orbital gap   0.3303 hartree
Net charge   -2

XYZ file:
```
116
C15H56N28O17 the ωB97M-V functional and the def2-TZVPD basis
C -0.366 -0.106 0.395
O -1.611 0.038 0.100
O 0.256 -1.146 0.167
O 0.176 0.807 0.974
C 1.906 -2.630 3.646
O 2.839 -3.051 4.369
N 0.651 -2.584 4.039
N 2.081 -2.348 2.371
H -0.166 -2.336 3.500
H 0.404 -3.071 4.889
H 1.350 -1.945 1.802
H 3.019 -2.525 2.042
C -4.324 2.068 1.874
O -4.946 2.990 2.425
N -4.381 0.832 2.285
N -3.331 2.103 1.013
H -3.892 0.186 1.682
H -5.037 0.566 3.005
H -3.197 2.973 0.519
H -2.830 1.297 0.666
C 4.358 -4.677 0.416
O 5.445 -4.577 1.039
N 4.096 -5.003 -0.831
N 3.202 -4.668 0.995
H 4.908 -5.223 -1.390
H 3.245 -5.542 -0.906
H 2.303 -4.465 0.582
H 3.315 -4.391 1.960
C -0.325 1.331 4.394
O -0.557 1.408 5.611
N 0.694 0.826 3.815
N -1.276 1.493 3.525
H 1.421 0.360 4.339
H 0.671 0.669 2.818
H -2.138 2.001 3.662
H -0.979 1.384 2.566
C -0.209 -4.647 -0.025
O -0.400 -5.837 -0.038
N -0.049 -3.899 1.032
N 0.076 -3.934 -1.120
H -0.133 -4.391 1.910
H 0.070 -2.896 1.049
H 0.425 -4.330 -1.982
H -0.015 -2.930 -1.073
C 0.202 3.154 -1.814
O 0.596 4.283 -2.035
N 0.933 2.192 -1.403
N -1.056 2.821 -1.756
H 0.580 1.616 -0.653
H 1.931 2.314 -1.501
H -1.717 3.585 -1.742
H -1.210 1.924 -1.318
C 3.129 2.842 2.136
O 3.931 3.779 2.155
N 3.313 1.707 2.720
N 2.020 2.804 1.454
H 2.738 1.014 2.263
H 4.216 1.493 3.119
H 2.051 3.499 0.722
H 1.342 2.057 1.490
C -0.884 5.190 2.207
O -0.950 4.801 3.356
N -1.013 6.388 1.850
N -0.743 4.405 1.212
H -0.998 7.081 2.585
H -0.977 6.798 0.928
H -0.406 3.505 1.523
H -0.601 4.688 0.253
C -2.605 -2.406 2.771
O -2.953 -3.465 3.294
N -2.693 -2.258 1.508
N -1.980 -1.534 3.376
H -2.789 -3.171 1.087
H -2.291 -1.431 1.090
H -2.067 -0.575 3.073
H -2.043 -1.890 4.319
C -0.898 -1.155 -3.391
O -1.191 -1.712 -4.468
N -1.729 -1.167 -2.405
N 0.231 -0.551 -3.055
H -1.539 -0.888 -1.453
H -2.639 -1.494 -2.698
H 0.893 -0.435 -3.810
H 0.491 -0.430 -2.087
C 3.549 0.844 -4.359
O 2.618 0.319 -4.956
N 3.575 1.153 -3.133
N 4.659 1.295 -4.915
H 4.419 1.613 -2.822
H 2.836 0.900 -2.494
H 5.189 1.990 -4.409
H 4.507 1.401 -5.908
C 3.732 -1.233 -0.517
O 4.871 -1.297 -0.943
N 2.853 -2.103 -0.824
N 3.347 -0.473 0.474
H 3.083 -2.648 -1.642
H 1.896 -1.881 -0.586
H 4.020 0.189 0.834
H 2.340 -0.477 0.552
C -5.226 -0.733 -1.474
O -6.539 -0.773 -1.603
N -4.501 0.353 -1.610
N -4.409 -1.673 -1.179
H -5.025 1.185 -1.841
H -3.507 0.347 -1.432
H -3.666 -1.311 -0.599
H -4.941 -2.436 -0.786
C -2.440 2.372 -5.289
O -3.220 3.297 -5.125
N -2.451 1.582 -6.278
N -1.457 2.159 -4.568
H -1.757 0.851 -6.347
H -3.169 1.728 -6.973
H -1.118 1.207 -4.549
H -1.436 2.690 -3.710
```

Löwdin population analysis, charges in e, atoms 1 to 8: -0.974 -0.138 -0.073 -0.082 -0.725 -0.016 0.177 0.163

No. 3
# C15H64N2O26S

A 21-piece molecular cluster, C15H64N2O26S overall (the ωB97M-V functional and the def2-TZVPD basis, OMol25).

Values from the calculation:
Spin multiplicity   1
Maximum force   1.41 eV/A
Lowest unoccupied orbital energy   0.0072 Ha
Frontier orbital gap   0.3227 hartree
Net charge   0

XYZ file:
```
108
C15H64N2O26S the ωB97M-V functional and the def2-TZVPD basis
C 2.555 3.340 0.498
C 2.494 2.033 0.776
C 1.239 1.219 0.882
C 0.675 0.785 -0.492
C 1.735 0.279 -1.525
C 2.998 -0.411 -1.057
O 4.041 0.212 -1.104
N 2.959 -1.756 -0.632
C 3.182 -2.658 -1.769
C 3.974 -1.999 0.396
C 0.017 2.008 -1.170
C -1.488 2.137 -0.983
O -1.959 1.836 0.356
S -1.744 0.330 0.785
O -2.970 -0.375 0.514
O -1.364 0.354 2.159
C -0.455 -0.291 -0.358
N -0.022 -1.645 -0.108
C 0.123 -2.117 1.264
C -1.038 -2.857 1.867
O 1.140 -1.952 1.876
C -0.587 -2.636 -0.992
C -2.040 -2.625 -1.368
O 0.147 -3.484 -1.437
H 1.851 4.089 0.841
H 3.359 3.685 -0.139
H 3.429 1.514 0.946
H 0.481 1.841 1.364
H 1.394 0.380 1.559
H 2.052 1.109 -2.145
H 1.213 -0.419 -2.183
H 2.429 -2.488 -2.534
H 4.169 -2.475 -2.210
H 3.115 -3.676 -1.403
H 4.959 -2.170 -0.045
H 3.690 -2.879 0.969
H 4.019 -1.170 1.094
H 0.162 1.937 -2.246
H 0.489 2.937 -0.860
H -1.982 1.466 -1.685
H -1.803 3.142 -1.238
H -0.920 -0.299 -1.343
H -1.345 -3.705 1.257
H -1.867 -2.194 2.074
H -0.702 -3.270 2.812
H -2.693 -2.528 -0.507
H -2.253 -3.567 -1.861
H -2.267 -1.843 -2.091
O 0.598 -3.599 4.781
H 1.315 -3.416 4.167
H 0.983 -3.396 5.645
O 2.730 -2.533 6.048
H 3.458 -2.349 5.446
H 3.098 -2.336 6.918
O -0.869 3.051 -4.238
H -1.811 3.157 -4.437
H -0.472 2.847 -5.094
O 4.661 5.269 1.583
H 5.415 5.459 1.015
H 4.963 5.498 2.467
O -3.661 0.367 -3.261
H -3.850 0.254 -2.323
H -3.826 -0.508 -3.645
O -0.832 -0.407 -4.042
H -1.155 -1.236 -4.410
H -1.636 0.116 -3.904
O -3.952 -1.061 -5.511
H -4.879 -0.886 -5.695
H -3.588 -1.297 -6.374
O -5.102 -1.230 -1.220
H -4.383 -0.962 -0.628
H -5.795 -1.554 -0.638
O -3.692 3.942 -4.071
H -4.202 4.708 -3.769
H -3.641 3.374 -3.296
O 0.241 -2.144 7.671
H 0.060 -1.581 6.907
H -0.244 -2.956 7.478
O 1.014 4.210 -5.992
H 1.753 4.352 -6.589
H 1.380 4.391 -5.119
O -4.356 6.076 -2.357
H -4.042 6.983 -2.286
H -4.747 5.881 -1.500
O -2.188 -2.544 9.744
H -1.450 -2.374 9.148
H -1.839 -2.361 10.621
O 6.526 1.945 -2.213
H 7.220 2.249 -1.621
H 5.884 1.512 -1.635
O -3.979 -1.869 3.470
H -4.604 -1.226 3.820
H -3.201 -1.348 3.243
O 4.276 -0.661 7.494
H 4.735 -0.379 8.292
H 3.712 0.085 7.261
O -4.285 -1.109 -8.331
H -5.212 -0.935 -8.524
H -3.905 -1.352 -9.181
O -0.227 0.734 8.655
H -0.985 0.595 9.232
H 0.144 -0.148 8.537
O -2.350 -6.308 -1.190
H -1.728 -5.606 -0.968
H -2.485 -6.221 -2.138
O 3.317 4.196 -4.289
H 4.159 3.751 -4.429
H 2.939 3.742 -3.528
```

Löwdin population analysis, charges in e, atoms 1 to 8: 0.002 -0.153 -0.129 -0.329 -0.007 -0.425 0.082 -0.157

No. 4
# C15H7Co2N3O6

C15H7Co2N3O6 as an isolated structure (the ωB97M-V functional and the def2-TZVPD basis, OMol25).

Values from the calculation:
Spin multiplicity   1
Maximum force   4.84 eV/A
Lowest unoccupied orbital energy   0.1895 Ha
Relative energy (zero: lowest compared OMol25 entry of this formula, charge and spin)   183.0 kJ/mol
Frontier orbital gap   0.1548 hartree
Net charge   -2

XYZ file:
```
33
C15H7Co2N3O6 the ωB97M-V functional and the def2-TZVPD basis
O -0.366 1.390 -4.422
C -0.604 1.067 -3.327
Co -0.339 0.012 -1.816
C 0.380 -1.522 -2.556
O 0.924 -2.404 -3.035
C 1.129 0.714 -1.306
O 2.126 1.222 -1.072
C -1.971 -0.037 -0.961
C -1.009 -0.552 -0.239
C -0.571 -1.530 0.732
C 0.556 -0.915 1.637
C 1.334 -1.773 2.439
C 2.443 -1.321 3.101
C 2.773 0.052 3.094
C 1.984 0.934 2.378
C 0.837 0.452 1.682
Co -1.903 1.922 -1.634
C -2.554 2.912 -2.929
O -2.969 3.583 -3.800
C -0.613 2.912 -0.894
O 0.134 3.646 -0.430
C -3.142 2.429 -0.489
O -3.951 2.795 0.251
H -2.983 -0.422 -1.064
H -1.388 -1.893 1.420
H 1.064 -2.818 2.367
H 3.055 -2.030 3.638
H 3.654 0.391 3.647
H 2.235 2.013 2.385
H 0.221 1.205 1.136
N -0.068 -2.968 -0.191
N -0.151 -4.175 0.028
N -0.268 -5.293 0.232
```

Löwdin population analysis, charges in e, atoms 1 to 8: 0.024 -0.231 -0.002 -0.147 0.062 -0.248 0.089 -0.205

No. 5
# C15H8AlCl3F3N2O2S

C15H8AlCl3F3N2O2S as an isolated structure (the ωB97M-V functional and the def2-TZVPD basis, OMol25).

Values from the calculation:
Spin multiplicity   1
Maximum force   2.36 eV/A
Lowest unoccupied orbital energy   -0.1570 Ha
Frontier orbital gap   0.2597 hartree
Net charge   +1

XYZ file:
```
35
C15H8AlCl3F3N2O2S the ωB97M-V functional and the def2-TZVPD basis
Al -0.260 0.536 -0.014
O 3.622 0.662 -0.014
C 2.559 1.207 -0.015
O 1.410 0.482 -0.011
C 2.361 2.673 -0.015
C 3.546 3.420 -0.016
C 3.535 4.797 -0.016
C 2.320 5.465 -0.016
C 1.140 4.746 -0.016
C 1.139 3.355 -0.016
S -0.549 2.719 -0.019
H 4.475 2.869 -0.016
H 4.463 5.347 -0.016
H 2.285 6.543 -0.016
H 0.192 5.262 -0.016
Cl -5.428 -0.727 -1.281
C -4.896 0.527 -0.108
Cl -5.428 2.150 -0.617
Cl -5.482 0.129 1.539
C -3.470 0.454 -0.081
N -2.326 0.321 -0.069
F -1.213 -6.218 1.012
C -0.353 -5.763 0.094
F 0.853 -6.231 0.422
F -0.693 -6.307 -1.072
C -0.367 -4.245 0.050
C -0.040 -3.532 1.199
C -0.073 -2.149 1.142
N -0.419 -1.489 0.037
C -0.714 -2.175 -1.069
C -0.702 -3.557 -1.110
H 0.236 -4.048 2.105
H 0.186 -1.542 2.001
H -0.964 -1.590 -1.947
H -0.943 -4.087 -2.018
```

Löwdin population analysis, charges in e, atoms 1 to 8: 0.151 0.147 -0.476 -0.058 -0.137 0.001 -0.051 -0.053

No. 6
# C15H8Cl4IrN3O10S4

C15H8Cl4IrN3O10S4 as an isolated structure (the ωB97M-V functional and the def2-TZVPD basis, OMol25).

Values from the calculation:
Spin multiplicity   2
Maximum force   0.83 eV/A
Lowest unoccupied orbital energy (alpha / beta)   0.0215 / 0.0192 Ha
Relative energy (zero: lowest compared OMol25 entry of this formula, charge and spin)   110.1 kJ/mol
Frontier orbital gap (alpha / beta)   0.2217 / 0.2159 hartree
Net charge   -1

XYZ file:
```
45
C15H8Cl4IrN3O10S4 the ωB97M-V functional and the def2-TZVPD basis
Ir -0.577 -0.122 2.207
Cl 5.042 -0.411 -1.653
C 3.944 -0.495 -0.321
C 4.405 -0.729 0.967
Cl 6.096 -0.942 1.257
C 3.506 -0.795 2.037
Cl 4.044 -1.078 3.651
C 2.144 -0.625 1.823
O 1.250 -0.666 2.800
C 1.679 -0.413 0.516
O 0.360 -0.308 0.363
C 2.572 -0.332 -0.538
Cl 1.931 -0.054 -2.125
S -1.533 -0.713 6.602
C -1.249 -0.486 5.019
S -0.790 0.983 4.224
S -1.374 -1.649 3.744
O -0.757 3.060 -4.666
N -1.455 2.323 -3.996
O -2.332 1.609 -4.450
C -1.222 2.287 -2.560
C -2.028 1.509 -1.767
C -1.783 1.443 -0.410
C -0.685 2.128 0.232
O -0.363 1.973 1.434
C 0.024 3.017 -0.661
C -0.206 3.063 -2.006
N 1.109 3.885 -0.165
O 1.268 3.994 1.028
O 1.769 4.479 -1.004
N -2.733 0.686 0.358
O -3.782 0.365 -0.143
O -2.520 0.449 1.568
H -2.840 0.948 -2.205
H 0.406 3.697 -2.629
C -1.132 -2.208 -1.761
S -0.690 -2.829 -0.142
C -1.465 -4.439 -0.305
O -1.576 -2.109 0.836
H -2.220 -2.189 -1.844
H -0.688 -2.848 -2.524
H -0.711 -1.209 -1.828
H -0.960 -5.011 -1.083
H -2.521 -4.302 -0.536
H -1.356 -4.936 0.656
```

Löwdin population analysis, charges in e, atoms 1 to 8: 1.141 0.646 -0.711 -0.707 0.646 -0.608 0.708 -0.361

No. 7
# C15H8ClN3O

The molecule C15H8ClN3O (the ωB97M-V functional and the def2-TZVPD basis, OMol25).

Values from the calculation:
Spin multiplicity   1
SMILES string   O=c1c2ccccc2nc2c3ccccc3c(Cl)nn12
Maximum force   3.22 eV/A
Lowest unoccupied orbital energy   -0.0207 Ha
Relative energy (zero: lowest compared OMol25 entry of this formula, charge and spin)   0.0 kJ/mol
Frontier orbital gap   0.2885 hartree
Net charge   0

XYZ file:
```
28
C15H8ClN3O the ωB97M-V functional and the def2-TZVPD basis
O 2.605 -1.502 1.773
C 1.541 -1.017 1.378
C 0.384 -0.886 2.278
C 0.431 -1.403 3.612
C -0.631 -1.217 4.477
C -1.771 -0.587 4.012
C -1.842 -0.129 2.700
C -0.743 -0.208 1.863
N -0.835 0.377 0.614
C 0.170 0.180 -0.256
C -0.016 0.624 -1.652
C -1.268 1.103 -2.104
C -1.432 1.559 -3.393
C -0.358 1.452 -4.302
C 0.883 0.933 -3.897
C 1.051 0.481 -2.584
C 2.312 -0.170 -2.085
Cl 3.634 -0.617 -3.114
N 2.433 -0.602 -0.850
N 1.377 -0.503 0.061
H 1.344 -1.865 3.975
H -0.577 -1.532 5.536
H -2.627 -0.445 4.650
H -2.764 0.340 2.334
H -2.104 1.204 -1.434
H -2.405 1.923 -3.683
H -0.508 1.702 -5.361
H 1.717 0.806 -4.548
```

Löwdin population analysis, charges in e, atoms 1 to 8: 0.071 -0.322 -0.072 0.005 -0.087 -0.077 -0.018 -0.256